Molecular formula: C42H76B2N2O17P
Method: DFT, wB97M-V/def2-TZVPD

Last column: Löwdin charge in e.
Cartesian coordinates (Å):
O 5.191 -0.608 0.038  0.025
H 6.357 1.873 -0.980  0.124
H 0.721 0.064 4.266  0.105
H -0.655 2.031 0.193  0.068
C -2.093 -1.947 1.260  -0.191
H 3.227 -1.540 2.995  0.124
H -0.320 -2.844 -3.630  0.011
O -0.563 -3.147 3.910  0.102
C 6.436 -0.404 0.728  -0.161
H 6.793 0.788 -2.323  0.120
C -5.040 3.196 -1.838  -0.106
C -3.800 0.602 -4.285  -0.276
C -7.484 -0.959 -2.000  0.012
H 1.330 -2.207 -3.932  0.042
H -1.326 2.405 6.955  0.122
C -0.214 -2.608 -1.081  -0.116
C -5.232 -4.583 6.694  -0.498
H -4.260 -0.994 -0.166  0.089
H -3.737 -1.946 5.320  0.096
H 1.028 2.469 -0.107  0.043
C -1.221 2.184 5.896  -0.070
C -0.739 -0.158 -1.935  -0.389
C -3.825 -4.097 4.946  -0.142
C 5.236 2.058 -6.022  -0.147
H 0.751 1.703 -4.146  0.074
H 3.846 3.686 -6.240  0.119
H 7.851 -0.782 -0.854  0.114
H -4.892 4.231 -1.520  0.058
H -2.773 -2.569 0.682  0.103
H 8.232 0.675 0.065  0.113
H -4.153 3.787 -3.687  0.087
H -0.632 0.859 3.448  0.129
O 2.776 3.582 1.342  0.029
H -5.020 2.204 -4.947  0.091
H 0.576 -2.501 -1.824  0.089
O 4.209 0.211 -1.807  0.120
H 1.902 0.514 -3.433  0.058
C -0.856 -3.980 -1.198  -0.245
H 2.509 5.549 1.889  0.127
C 4.866 3.441 -6.542  -0.151
C 3.210 4.296 3.539  -0.148
H 1.246 -5.128 3.439  0.124
C 2.449 -2.176 2.577  -0.138
H -5.285 -2.533 4.718  0.123
H -3.180 2.625 -2.814  0.091
H -5.846 -2.550 7.047  0.122
H 5.188 4.604 2.648  0.128
C -0.036 2.932 5.315  -0.492
H -0.337 -0.804 0.782  0.114
O 4.609 2.386 0.911  0.126
H 1.000 -4.824 -1.032  0.060
P -0.415 -0.392 -3.780  1.108
H -4.748 2.546 -1.016  0.048
H 6.051 1.605 -6.593  0.126
H -0.251 2.741 -1.360  0.070
C 6.108 3.551 -4.518  -0.489
O 0.286 4.069 5.519  0.107
H -1.846 0.009 0.422  0.099
H -3.871 -4.268 3.874  0.128
H 3.264 -3.849 3.667  0.112
H 1.285 4.414 2.493  0.125
C -0.023 0.846 4.354  -0.127
C 0.533 -3.103 3.432  -0.486
H 0.736 -0.037 -6.187  0.051
H 2.281 -0.519 -5.496  0.060
C -1.195 -1.411 -1.109  -0.427
C 0.121 2.079 -0.576  0.031
H -1.733 0.073 5.474  0.105
H -2.119 2.503 5.366  0.134
H 0.124 -2.250 -5.208  0.026
H -2.803 1.056 -4.394  0.067
H 4.924 3.519 -7.626  0.114
C 5.168 0.131 -1.094  -0.481
O 1.573 -0.026 -0.909  0.119
C 1.318 -4.240 2.816  -0.067
C 1.087 0.665 -4.142  -0.391
H 4.393 1.373 -6.001  0.108
O 5.693 2.274 -4.678  0.025
C 4.507 3.792 2.907  -0.070
C -4.947 -3.094 6.773  -0.077
H -1.380 -2.571 1.795  0.075
O 0.645 2.124 4.476  0.013
H -3.896 0.717 -0.123  0.098
H 2.282 -1.897 1.535  0.125
O 1.227 -1.945 3.306  -0.002
H 6.804 4.428 -6.326  0.128
H -0.268 0.322 6.428  0.119
H -3.979 -1.538 2.330  0.068
O -2.433 -1.701 -1.682  0.015
O 6.615 3.945 -3.509  0.117
H -6.103 3.034 -2.024  0.066
H -8.397 -1.399 -1.601  0.072
C 2.347 4.554 2.311  -0.137
O -4.614 -5.107 5.615  0.027
C -1.338 -0.954 0.358  -0.118
N 0.086 -4.977 -0.615  -0.013
H -7.030 -1.660 -2.699  0.086
C -4.786 1.740 -3.980  -0.190
H 6.731 -1.345 1.191  0.119
N -3.832 -0.520 -3.354  0.075
C 0.262 -2.082 -4.137  -0.276
B 0.382 0.631 -1.150  -0.531
C -4.443 -2.772 5.369  -0.155
H -2.789 -4.196 5.272  0.118
O -5.880 -5.245 7.454  0.105
H 6.273 0.344 1.505  0.113
H -1.791 -4.040 -0.645  0.103
C -2.931 -1.236 2.353  -0.087
H -4.179 -2.936 7.533  0.127
H 2.365 0.510 -1.028  0.064
B -3.102 -0.360 -2.009  -0.828
H 3.328 -4.067 1.916  0.115
H 2.762 3.507 4.144  0.098
H -5.729 1.367 -3.582  0.086
O -6.631 -1.166 0.224  0.070
H 2.043 1.151 -6.069  0.043
H 0.892 -4.451 1.830  0.106
C 1.569 0.304 -5.569  -0.186
C 2.731 -3.665 2.732  -0.145
C 6.487 0.834 -1.281  -0.075
C -6.520 -0.666 -0.874  -0.559
H -0.180 -5.912 -0.904  0.056
C -0.871 0.724 5.611  -0.140
C 4.020 3.152 1.620  -0.467
H 3.329 5.176 4.168  0.118
H -3.412 -1.315 -3.823  0.079
H 5.030 3.062 3.520  0.121
C -4.219 -0.099 -0.784  -0.011
C -4.207 2.871 -3.088  -0.236
H -4.057 0.210 -5.278  0.100
H -2.542 -1.470 3.349  0.033
H -1.073 -4.250 -2.235  0.099
H 0.304 -2.610 -0.118  0.101
O -5.576 0.192 -1.237  -0.046
H -2.908 -0.149 2.248  0.065
C 5.856 4.331 -5.795  -0.077
O -1.965 0.589 -1.918  -0.056
C 7.417 0.076 -0.338  -0.145
H 5.466 5.319 -5.565  0.123
H -7.713 -0.033 -2.528  0.075

Its HOMO-LUMO gap is 6.4 eV. The charge is -1. The energy comes out at -93223.4225 eV. As for the LUMO energy: 0.0714 Ha.

=====

Molecular formula: C3H3O2S
Method: DFT, wB97M-V/def2-TZVPD

Last column: Löwdin charge in e.
Cartesian coordinates (Å):
C -2.207 -0.328 0.199  -0.116
C -0.883 -0.101 0.193  -0.249
S 2.427 0.021 0.243  0.630
C 0.273 0.384 -0.165  -0.191
H 0.178 1.438 -0.306  0.020
H -2.716 -0.471 1.184  0.019
O 3.086 1.112 -0.450  -0.559
H -2.809 -0.716 -0.634  0.017
O 2.650 -1.340 -0.265  -0.570

Its HOMO-LUMO gap is 7.5 eV. The charge is -1. As for the energy above the lowest of the compared OMol25 structures with the same formula, charge and spin: 69.49 kcal/mol. The energy comes out at -18088.0788 eV. As for the LUMO energy: 0.1500 Ha.

=====

Molecular formula: C12H13P
Method: DFT, wB97M-V/def2-TZVPD

Last column: Löwdin charge in e.
Cartesian coordinates (Å):
H -0.094 4.927 -0.508  0.106
C 0.646 3.328 0.612  -0.091
H 0.410 -3.383 -0.283  0.121
H -3.212 -2.828 -0.321  0.113
H -1.375 0.896 -1.567  0.114
C 0.299 -2.690 0.571  -0.192
H 1.032 4.015 1.314  0.088
C -1.191 -2.709 0.842  -0.510
C 0.000 1.124 0.085  -0.278
C 0.694 1.980 0.918  -0.033
H -1.830 -1.768 -1.069  0.048
C -2.195 -2.217 -0.148  -0.380
C -0.719 1.593 -1.051  -0.017
C -0.006 3.842 -0.503  -0.080
H -0.973 3.248 -2.264  0.078
C -0.639 2.938 -1.337  -0.092
H 2.799 -1.528 0.507  0.089
H 0.837 -3.107 1.411  0.108
H 2.219 -1.889 -1.201  0.085
C 2.190 -1.164 -0.351  -0.034
P -1.917 -0.987 1.254  1.014
H 2.531 -0.223 -0.737  0.061
C 0.751 -1.270 0.200  -0.288
H 1.384 1.626 1.638  0.108
C -0.120 -0.276 0.382  -0.253
H -1.519 -3.478 1.606  0.113

Its HOMO-LUMO gap is 9.3 eV. The charge is 0. As for the energy above the lowest of the compared OMol25 structures with the same formula, charge and spin: 4.26 kcal/mol. The energy comes out at -21941.3935 eV. As for the LUMO energy: 0.0349 Ha.